Computed, not measured: a cluster of 2 separate species, C4H9NO3 in total, with ωB97M-V/def2-TZVPD.

Element x y z (Å)
O: -2.519441 0.246797 0.996904
C: -1.605678 -0.017585 0.273580
C: -1.609050 -1.016944 -0.791188
C: -0.213100 -1.375425 -1.269439
N: 0.890898 -0.425256 -1.366298
C: 1.628669 0.338014 -0.444987
O: 2.166702 1.350188 -0.867613
H: -0.586741 0.501177 0.316670
H: -1.953176 -2.025513 -0.486844
H: -2.408659 -0.769482 -1.525151
H: 0.138451 -2.276019 -0.701735
H: -0.187675 -1.992556 -2.263864
H: 0.901856 -0.010096 -2.354121
H: 1.711431 -0.096983 0.645567
O: 0.935954 0.828696 2.787986
H: 1.199011 1.070214 3.706169
H: 1.078447 1.602224 2.281381

Cartesian forces, eV/Å:
-0.2 0.2 0.2
1.2 0.7 0.6
-0.8 -1.9 -1.2
1.9 -3.2 -1.4
-0.4 1.2 -2.0
-0.4 -0.6 -0.6
-0.1 -0.8 1.3
-1.2 0.0 0.5
-0.3 0.7 0.6
0.9 0.3 0.0
-0.2 1.1 0.5
-0.6 1.7 1.2
0.4 -0.3 2.3
-0.2 0.8 -1.9
0.1 -1.0 1.8
-0.3 -0.3 -1.1
0.2 1.4 -0.8

HOMO level ... -0.355 Eh
E_LUMO ... 0.7 eV
Structure (SMILES) ... O=CCCNC=O.O
E ... -438.235554 a.u.
Molecular weight ... 119.120 Da

=====

Computed, not measured: the molecule C5H9NO, with ωB97M-V/def2-TZVPD.

Element x y z (Å)
C: -1.383387 -0.777489 0.339304
C: -0.169184 0.126640 0.088064
C: 0.044803 1.131385 1.233674
C: 1.057830 -0.789282 -0.181902
O: 1.384492 -0.573691 -1.563347
C: 0.574775 0.430094 -1.964601
N: -0.305095 0.884737 -1.176840
H: -2.263842 -0.246603 0.711091
H: -1.102508 -1.526343 1.090768
H: -1.654772 -1.311805 -0.577741
H: -0.400998 0.788044 2.173224
H: 1.109578 1.315984 1.410958
H: -0.414516 2.090533 0.972583
H: 1.934517 -0.525420 0.416354
H: 0.831850 -1.850925 -0.045310
H: 0.777784 0.778563 -2.974222

Cartesian forces, eV/Å:
-0.1 0.0 0.0
0.0 -0.1 0.2
0.0 0.0 0.1
0.1 -0.1 0.2
0.1 0.1 -0.1
-0.2 0.2 0.0
0.3 -0.2 -0.3
0.1 0.1 -0.2
-0.1 0.1 -0.1
0.0 0.1 0.1
0.1 0.0 -0.1
-0.1 0.0 -0.1
0.0 -0.2 0.0
-0.1 0.0 0.0
0.1 0.2 0.0
-0.2 0.0 0.1

HOMO level ... -0.353 Eh
E_LUMO ... 1.0 eV
Structure (SMILES) ... CC1(C)COC=N1
E ... -325.898814 a.u.
Molecular weight ... 99.133 Da

=====

Computed, not measured: a structure of composition C30H63I3N8O11S, with ωB97M-V/def2-TZVPD.

Element x y z (Å)
C: -3.066136 -2.774197 -2.082343
C: -1.616625 -2.961374 -1.720946
I: -0.652867 -3.697371 -3.420438
C: -0.992859 -2.709307 -0.558972
I: -2.208109 -1.889292 0.960217
C: 0.495938 -2.857966 -0.249597
I: 0.918135 -2.713410 1.919986
O: 1.042136 -4.114300 -0.622208
S: 2.279082 -3.967481 -1.653746
O: 3.470420 -3.979550 -0.878177
O: 2.112297 -4.868960 -2.728840
O: 1.913579 -2.509378 -2.105990
C: 1.466018 -1.818518 -0.892505
C: 0.947613 -0.422895 -1.161590
C: 1.560926 0.671053 -0.277707
C: 3.097261 0.693448 -0.218334
C: 3.676154 0.116804 1.070078
N: 5.118139 0.379984 1.166513
H: -3.451688 -3.642590 -2.619583
H: -3.144264 -1.912388 -2.750889
H: -3.693216 -2.576965 -1.222205
H: 2.355554 -1.799941 -0.263557
H: -0.140705 -0.414437 -1.055224
H: 1.138280 -0.177155 -2.209441
H: 1.129965 0.637153 0.727365
H: 1.227840 1.618606 -0.708179
H: 3.416192 1.736935 -0.264742
H: 3.521878 0.164138 -1.081259
H: 3.184645 0.591378 1.923380
H: 3.474047 -0.960490 1.136000
H: 5.567502 -0.074805 0.376846
H: 5.441180 -0.087276 2.008868
C: -6.538265 -5.227568 -2.180285
C: -6.070034 -5.097501 -3.612697
O: -4.973419 -4.643734 -3.889747
N: -6.920466 -5.506898 -4.592397
C: -8.246818 -6.066973 -4.450769
H: -5.746099 -4.858751 -1.535515
H: -7.441284 -4.640841 -2.006579
H: -6.747766 -6.267621 -1.927669
H: -6.546277 -5.394374 -5.521844
H: -8.295623 -7.071026 -4.875952
H: -8.990016 -5.446703 -4.955773
H: -8.514404 -6.130279 -3.400863
C: 3.955633 -1.735188 5.673429
C: 5.094661 -1.729651 4.679135
O: 4.905581 -1.453734 3.502728
N: 6.324317 -2.062182 5.137929
C: 6.681385 -2.450981 6.487953
H: 3.050438 -1.457702 5.140793
H: 3.836371 -2.725843 6.113769
H: 4.131747 -1.018345 6.476468
H: 7.044022 -2.050501 4.432387
H: 7.428388 -1.775701 6.909811
H: 7.078102 -3.465929 6.502145
H: 5.799982 -2.438062 7.117806
C: -5.263089 0.417503 -4.014879
C: -3.990483 1.074167 -3.538189
O: -3.237644 0.546849 -2.734106
N: -3.711706 2.301792 -4.052862
C: -4.493160 3.060139 -5.009268
H: -5.356334 -0.550980 -3.529790
H: -6.130014 1.029836 -3.772792
H: -5.251509 0.275703 -5.094364
H: -2.852396 2.701481 -3.709262
H: -3.915119 3.257650 -5.914019
H: -4.801312 4.018542 -4.586409
H: -5.385738 2.508001 -5.289243
C: 5.942792 3.541481 -0.421066
C: 4.969859 4.686996 -0.273286
O: 3.760698 4.503177 -0.220061
N: 5.481407 5.939930 -0.201434
C: 6.867373 6.355007 -0.240574
H: 5.376369 2.617679 -0.442745
H: 6.520813 3.639555 -1.341749
H: 6.628239 3.496536 0.425501
H: 4.782185 6.655645 -0.087448
H: 7.124983 6.881227 0.677523
H: 7.034705 7.027903 -1.085442
H: 7.522230 5.496660 -0.352931
C: 2.800019 -5.215674 8.572472
C: 3.433040 -5.231444 7.199728
O: 4.608947 -4.947060 7.028360
N: 2.644236 -5.566221 6.147195
C: 1.240248 -5.921849 6.151997
H: 3.564068 -4.927175 9.287763
H: 1.978251 -4.499920 8.617462
H: 2.414676 -6.200296 8.839176
H: 3.126895 -5.556221 5.261040
H: 1.092830 -6.928722 5.758596
H: 0.661520 -5.228253 5.540112
H: 0.850639 -5.891024 7.164567
C: 3.457267 8.480870 2.418092
C: 4.951984 8.660635 2.563108
O: 5.725885 7.740536 2.355995
N: 5.407431 9.886629 2.934372
C: 4.637543 11.078905 3.218360
H: 3.271728 7.452137 2.121729
H: 2.944865 8.676507 3.360677
H: 3.050660 9.151741 1.659951
H: 6.411062 9.937063 3.014998
H: 4.912028 11.891796 2.543777
H: 4.801776 11.415519 4.243466
H: 3.578787 10.876537 3.093076
C: -9.481501 0.806610 -4.397631
C: -8.857555 0.823066 -5.775313
O: -7.685088 1.112803 -5.947798
N: -9.654748 0.498808 -6.826818
C: -11.054925 0.131631 -6.812239
H: -8.716875 1.085037 -3.678946
H: -10.307180 1.515866 -4.331255
H: -9.858324 -0.186094 -4.148732
H: -9.180023 0.528323 -7.715871
H: -11.200553 -0.870036 -7.220343
H: -11.648053 0.830652 -7.404121
H: -11.433180 0.142483 -5.795147

Cartesian forces, eV/Å:
0.1 0.0 0.1
-0.1 0.0 0.2
-0.4 0.0 -0.4
-0.3 -0.2 -0.4
-0.3 0.2 -0.2
0.4 0.3 0.7
0.4 -0.2 -0.2
-0.6 -0.2 -0.5
0.2 -0.2 0.4
0.0 0.1 -0.1
0.3 -0.1 0.0
0.1 0.4 0.0
0.3 -0.1 0.3
-0.3 0.0 -0.2
0.0 0.1 -0.2
-0.1 0.1 0.3
0.1 -0.1 -0.2
-0.3 0.0 -0.1
0.1 0.1 0.1
0.0 0.0 0.1
0.0 0.0 0.2
-0.1 0.2 0.0
0.0 0.0 -0.1
0.1 -0.1 0.0
0.1 -0.1 0.0
-0.1 0.0 0.1
0.1 -0.1 -0.1
0.0 0.1 0.0
0.0 0.0 0.0
-0.1 0.1 0.1
0.1 0.0 0.1
0.1 0.0 -0.2
0.0 0.0 0.0
0.0 0.0 0.0
-0.1 -0.1 -0.1
0.0 0.0 0.0
0.0 0.0 -0.1
0.0 0.0 0.0
0.0 0.0 0.0
0.0 0.0 0.0
0.0 0.0 0.0
0.0 0.0 0.0
0.0 0.0 0.0
0.0 0.0 0.0
0.0 0.0 0.0
-0.1 -0.1 0.0
0.1 0.0 0.1
0.0 0.1 0.0
0.1 -0.1 -0.1
0.0 0.0 0.0
0.0 0.0 0.0
0.0 0.0 0.0
0.0 0.0 0.0
0.0 0.0 0.0
0.0 0.0 0.0
0.0 0.0 0.0
0.1 -0.1 0.1
0.0 0.0 -0.1
0.0 0.0 0.0
0.0 0.0 0.0
0.1 0.0 0.0
0.1 0.0 0.0
0.0 0.0 -0.1
-0.1 0.0 0.0
0.0 0.0 0.0
0.0 0.0 0.0
0.0 0.0 0.0
0.0 0.0 0.0
-0.1 0.0 0.0
0.0 0.0 0.0
0.0 0.0 0.0
0.0 -0.1 -0.2
-0.1 0.1 0.0
0.0 0.0 0.0
0.0 0.0 0.0
0.0 0.0 0.0
0.0 0.0 0.1
0.0 0.0 0.0
0.1 0.0 0.0
0.0 0.0 0.0
0.1 0.0 0.0
-0.1 -0.1 -0.1
0.0 0.1 0.1
0.0 0.0 0.0
0.0 0.0 -0.1
0.0 0.0 0.0
0.0 0.0 0.0
0.0 0.0 0.0
0.0 0.0 0.0
0.0 0.0 0.0
0.0 0.0 0.0
0.0 0.0 0.0
0.0 0.0 0.0
-0.1 -0.1 0.0
0.0 0.1 0.0
0.0 0.0 0.0
0.1 0.0 0.0
0.0 0.0 0.0
0.0 0.0 0.0
0.0 0.0 0.0
0.0 0.0 0.0
0.0 0.0 0.0
0.0 0.0 0.0
0.0 0.0 0.0
0.1 0.0 0.0
0.0 0.0 0.0
0.0 0.1 0.0
0.0 0.0 0.0
0.1 0.0 -0.1
0.0 0.0 0.0
0.0 0.0 0.0
0.0 0.0 0.0
0.0 0.0 0.0
0.0 0.0 0.0
0.0 0.0 0.0
0.0 0.0 0.0

HOMO level ... -0.294 Eh
E_LUMO ... 0.1 eV
E ... -3737.892655 a.u.
Molecular weight ... 1124.658 Da

=====

Computed, not measured: a cluster of 4 separate species, C20H43NO8P in total, with ωB97M-V/def2-TZVPD.

Element x y z (Å)
C: -3.137175 2.286672 0.457913
C: -3.366324 2.633444 -1.017363
C: -2.892885 4.038373 -1.380532
N: -3.875481 1.852477 -1.849110
P: -3.127859 0.182683 -2.498154
C: -3.965337 0.416042 -4.201438
C: -2.968692 0.335387 -5.359723
C: -2.599944 -1.112506 -5.737997
C: -1.136984 -1.453840 -5.565006
O: -0.286526 -0.419369 -6.141529
C: 0.942210 -0.894332 -6.395598
O: 1.906207 -0.667897 -5.731978
H: -3.849548 2.859928 1.062582
H: -2.120298 2.523002 0.788301
H: -3.309236 1.216435 0.589971
H: -2.994178 4.760291 -0.561561
H: -1.833017 3.960516 -1.649881
H: -3.445657 4.387323 -2.254535
H: -1.993653 0.982060 -2.963486
H: -2.456324 -0.015445 -1.209637
H: -4.270032 -0.577731 -2.003827
H: -2.476192 -1.055800 -2.987208
H: -4.717407 -0.379281 -4.308099
H: -4.480422 1.377307 -4.225713
H: -3.399988 0.825875 -6.238809
H: -2.068094 0.899525 -5.091111
H: -3.142165 -1.781377 -5.061654
H: -2.917794 -1.363093 -6.755806
H: -0.900489 -2.399630 -6.076290
H: -0.889860 -1.562074 -4.504942
H: 0.990571 -1.534617 -7.298756
O: 0.534666 2.948924 2.947070
C: -0.145472 2.337087 3.727537
O: -1.384512 1.966800 3.353636
C: -2.209957 1.103867 4.138590
C: -2.985579 1.862380 5.195138
C: 0.344837 2.025727 5.122005
H: -1.621498 0.291319 4.567077
H: -2.891739 0.661450 3.413808
H: -2.321992 2.328721 5.924291
H: -3.656834 1.185796 5.725849
H: -3.579650 2.646595 4.725994
H: 0.147480 2.885453 5.763370
H: 1.417719 1.875078 5.074760
H: -0.093288 1.143068 5.578528
O: 2.835145 0.349346 6.525255
C: 3.908201 0.322046 5.987276
O: 4.893991 -0.398573 6.572016
C: 6.159773 -0.633577 5.945857
C: 7.136885 0.498109 6.184276
C: 4.204629 1.105910 4.731004
H: 6.030348 -0.844458 4.884005
H: 6.521321 -1.549748 6.410477
H: 6.789679 1.429550 5.737183
H: 8.107532 0.252718 5.751660
H: 7.263625 0.663864 7.254085
H: 4.471586 2.123267 5.019466
H: 3.301917 1.151435 4.126905
H: 5.004500 0.695789 4.122315
O: 1.354035 -6.221835 -1.756412
C: 1.175641 -5.161423 -2.297977
O: 2.253117 -4.429160 -2.641658
C: 2.149322 -3.231253 -3.432427
C: 1.818582 -2.012598 -2.605285
C: -0.211791 -4.613764 -2.541871
H: 1.432072 -3.375494 -4.241533
H: 3.129070 -3.127316 -3.895092
H: 0.841985 -2.102574 -2.128668
H: 1.800587 -1.131945 -3.246786
H: 2.562093 -1.865190 -1.821328
H: -0.540399 -4.099695 -1.638261
H: -0.875803 -5.455809 -2.717593
H: -0.289251 -3.920237 -3.373569

Cartesian forces, eV/Å:
0.4 -0.3 -0.3
-0.4 -0.2 0.6
-0.4 0.1 0.0
0.8 0.4 -1.0
-0.4 -0.4 0.6
0.0 0.0 -0.2
-0.3 0.0 0.0
0.0 0.0 0.1
-0.1 -0.2 -0.2
0.0 -0.1 0.2
-0.2 -0.2 -0.1
0.4 0.2 0.0
0.1 0.0 0.0
-0.1 0.1 0.1
-0.1 0.1 0.1
0.1 0.0 0.0
0.0 0.0 0.1
0.1 0.0 0.0
0.0 0.1 0.0
0.0 0.0 0.0
0.0 0.0 0.0
0.0 0.0 0.0
0.0 0.1 0.1
0.0 0.0 0.2
0.2 0.0 0.0
0.0 0.0 0.0
0.1 -0.1 -0.1
0.1 0.1 0.0
0.0 0.0 0.1
0.1 0.2 0.0
-0.1 0.0 0.1
0.0 0.0 0.0
0.0 0.1 0.0
0.1 0.0 0.0
-0.1 0.0 0.0
0.0 0.1 0.0
0.0 -0.2 0.0
0.0 0.0 0.0
0.0 0.0 0.0
0.0 0.0 0.0
0.0 0.0 0.0
0.0 0.0 0.0
0.0 0.0 0.0
0.0 0.1 0.1
-0.1 0.0 0.0
0.1 0.0 0.0
0.0 0.0 0.1
-0.1 0.0 0.0
0.1 0.0 0.0
-0.1 0.1 0.0
0.0 -0.1 -0.1
0.0 0.0 0.0
0.0 0.0 0.0
0.0 0.0 0.0
0.0 0.0 0.0
0.0 0.0 0.0
0.0 0.0 0.0
0.0 0.0 0.0
0.0 0.0 0.0
0.0 0.0 0.0
0.0 0.0 0.1
0.0 -0.1 -0.1
0.0 0.1 0.0
-0.1 0.0 0.1
0.0 -0.1 -0.1
0.0 0.0 0.0
0.0 0.0 0.0
0.0 0.0 0.0
0.0 0.0 0.0
0.0 0.0 0.0
0.0 0.0 0.0
0.0 0.0 0.1
0.0 0.1 0.0

HOMO level ... -0.113 Eh
E_LUMO ... 2.0 eV
E ... -1785.761720 a.u.
Molecular weight ... 456.537 Da
Charge ... -1